The following is a DFT calculation (ωB97M-V/def2-TZVPD) of a 9-piece molecular cluster, C40H68F6O25 overall at a distorted geometry.

## Properties
2S+1   1

Each line ends with the Löwdin charge.
Positions of all 139 atoms, in Å:
1 C 16.939140 20.266930 2.809390  -0.063
2 C 16.915030 21.700790 3.332020  -0.212
3 O 16.556670 22.586260 2.326750  0.015
4 C 16.706500 23.932770 2.335090  -0.266
5 O 17.143530 24.590330 3.343610  0.100
6 C 16.012650 24.619090 1.147670  -0.509
7 F 14.665980 24.297940 1.105250  0.118
8 F 16.055120 25.930850 1.221090  0.185
9 F 16.613400 24.252750 -0.008830  0.153
10 H 16.053800 19.632240 2.847370  0.045
11 H 17.768420 19.651580 3.158300  0.066
12 H 17.214180 20.384750 1.761270  0.089
13 H 17.950270 21.924850 3.589260  0.130
14 H 16.288220 21.694120 4.223750  0.135
15 C 7.101810 20.724290 6.127070  -0.047
16 C 8.289070 21.375340 6.794850  -0.151
17 O 7.885510 22.639260 7.403410  0.025
18 C 7.877790 22.870850 8.697510  -0.359
19 O 7.926150 22.006650 9.552080  0.136
20 C 7.936860 24.416270 9.130760  -0.421
21 F 6.725540 24.939950 9.576510  0.110
22 F 8.841100 24.580280 10.116200  0.153
23 F 8.374420 25.138910 8.043500  0.115
24 H 7.251980 19.841530 5.505550  0.079
25 H 6.700080 21.531140 5.514130  0.045
26 H 6.323690 20.399240 6.817700  0.086
27 H 8.990010 21.680720 6.017980  0.108
28 H 8.801460 20.754520 7.529800  0.134
29 C 12.999620 20.594670 -3.120530  -0.018
30 C 12.696320 21.044020 -1.698440  -0.286
31 C 11.799660 19.981000 -1.008500  -0.144
32 O 12.177770 20.101470 0.278460  0.074
33 C 13.493780 20.341350 0.192470  -0.537
34 O 14.365000 20.276320 1.065590  0.114
35 O 13.858370 20.733740 -1.005870  0.098
36 H 12.112090 20.579510 -3.753120  0.089
37 H 13.435320 19.602350 -3.236940  0.090
38 H 13.792660 21.203880 -3.554180  0.085
39 H 12.393770 22.080870 -1.551780  0.148
40 H 11.898580 18.908180 -1.173960  0.150
41 H 10.767130 20.241560 -1.241090  0.132
42 C 11.880330 23.070380 2.289000  0.028
43 C 10.747430 22.391550 3.115370  -0.252
44 C 10.889280 20.958080 3.532160  -0.094
45 O 11.393030 21.071710 4.821890  0.078
46 C 11.430270 22.298620 5.286400  -0.593
47 O 11.723820 22.565250 6.469520  0.088
48 O 10.905500 23.070720 4.383230  0.070
49 H 11.725180 22.679050 1.283570  0.078
50 H 12.839680 22.841040 2.752830  0.099
51 H 11.586360 24.117820 2.356460  0.083
52 H 9.720850 22.562100 2.791120  0.134
53 H 11.598480 20.463630 2.868340  0.133
54 H 9.928410 20.454470 3.638050  0.120
55 C 14.898670 23.225600 8.721940  -0.016
56 C 15.257450 22.522670 10.048930  -0.200
57 C 15.860060 21.115760 9.917550  -0.153
58 O 17.213830 21.318650 9.724030  0.050
59 C 17.507200 22.465070 10.456640  -0.545
60 O 18.641240 22.856380 10.809750  0.092
61 O 16.454280 23.163380 10.722320  0.097
62 H 15.718560 23.249230 8.004080  0.089
63 H 14.460270 24.214710 8.854470  0.085
64 H 14.084700 22.777510 8.152040  0.071
65 H 14.419320 22.602110 10.741260  0.149
66 H 15.424770 20.434690 9.186260  0.140
67 H 15.793260 20.566530 10.856690  0.132
68 C 7.160400 20.201010 2.058230  0.028
69 C 7.248200 20.839810 0.571650  -0.291
70 C 6.046310 21.412310 -0.068390  -0.076
71 O 6.462710 22.813870 -0.307080  0.058
72 C 7.631340 23.051570 0.420430  -0.453
73 O 8.048180 24.174630 0.673680  0.132
74 O 8.193480 21.863980 0.818760  0.038
75 H 6.604890 19.282500 2.247620  0.076
76 H 6.799780 20.881210 2.829840  0.074
77 H 8.175340 19.941340 2.359160  0.054
78 H 7.630450 20.411530 -0.354940  0.151
79 H 5.238020 21.283890 0.651530  0.135
80 H 5.930740 20.965570 -1.055890  0.137
81 C 12.138280 26.524660 -0.157420  -0.008
82 C 10.731220 25.958700 -0.466720  -0.252
83 C 10.127120 26.258740 -1.837690  -0.066
84 O 9.749040 25.000210 -2.326150  0.121
85 C 10.198200 24.048700 -1.625180  -0.632
86 O 10.048880 22.846790 -1.787070  0.114
87 O 10.939640 24.540690 -0.641350  0.058
88 H 13.010080 26.194600 -0.722320  0.090
89 H 12.337990 26.252330 0.878950  0.070
90 H 12.181920 27.608860 -0.053970  0.084
91 H 10.005250 26.102600 0.333510  0.135
92 H 10.706170 26.678090 -2.660460  0.146
93 H 9.255470 26.864080 -1.588920  0.139
94 C 17.783120 15.532740 6.200010  -0.091
95 O 17.547550 15.507300 4.783710  -0.184
96 C 17.457940 16.831440 4.162430  -0.231
97 C 17.044680 16.656900 2.809430  -0.188
98 O 15.689620 16.138420 2.871730  -0.094
99 C 14.741980 17.169020 2.951420  -0.215
100 C 13.337220 16.549560 3.205090  -0.150
101 O 12.253410 17.551720 3.187230  -0.197
102 C 10.962740 17.006330 3.026990  -0.124
103 H 18.790880 15.884180 6.421420  0.083
104 H 17.459340 14.509420 6.389950  0.096
105 H 17.165110 16.277600 6.701350  0.076
106 H 18.374780 17.420760 4.176870  0.128
107 H 16.719720 17.401440 4.726540  0.120
108 H 17.690200 15.932090 2.313400  0.140
109 H 17.201270 17.590740 2.269500  0.115
110 H 14.541690 17.779560 2.070950  0.112
111 H 14.854460 17.908830 3.743970  0.116
112 H 13.345920 16.007130 4.150500  0.121
113 H 13.151820 15.730860 2.509780  0.119
114 H 11.013770 16.000090 3.442890  0.076
115 H 10.719140 16.752740 1.995270  0.082
116 H 10.191930 17.567500 3.555240  0.081
117 C 6.240140 24.071540 4.384980  -0.071
118 O 7.628370 23.926930 4.014640  -0.170
119 C 8.260610 25.143980 3.909420  -0.206
120 C 7.718690 26.236100 2.953520  -0.185
121 O 7.310300 27.342320 3.696020  -0.123
122 C 6.272350 28.009780 3.124270  -0.218
123 C 5.657240 29.231910 3.957040  -0.126
124 O 4.468590 29.758180 3.297360  -0.204
125 C 3.676610 30.569230 4.099840  -0.152
126 H 5.490410 24.424410 3.676820  0.087
127 H 6.109470 24.613200 5.321810  0.100
128 H 5.915540 23.039420 4.517160  0.060
129 H 9.302710 24.932510 3.669810  0.108
130 H 8.416680 25.596720 4.888590  0.130
131 H 6.887040 25.954230 2.307750  0.110
132 H 8.480770 26.562550 2.245870  0.111
133 H 5.405150 27.490580 2.716240  0.126
134 H 6.751960 28.545270 2.304920  0.121
135 H 6.386360 30.041030 3.914460  0.123
136 H 5.283470 28.883380 4.919810  0.121
137 H 4.260990 31.045070 4.887340  0.076
138 H 2.922870 29.993200 4.636660  0.089
139 H 3.317670 31.503450 3.668000  0.087

Atoms 1-6, force components in eV/Å:
C 0.52 -0.18 -1.52
C 1.56 -1.67 1.75
O -1.22 2.47 -2.54
C 0.91 0.55 6.34
O -1.60 -2.64 -4.83
C -0.73 -0.46 -0.87

The following is a DFT calculation (ωB97M-V/def2-TZVPD) of C28H41N2O6P3PtS as an isolated structure at a distorted geometry.

## Properties
Net charge   +2
2S+1   1

Each line ends with the Löwdin charge.
Positions of all 82 atoms, in Å:
1 C -0.701211 -2.080174 3.933617  -0.126
2 C -1.425856 -3.031502 2.954349  -0.286
3 C -2.960637 -2.839432 3.076595  -0.192
4 C -3.555410 -3.218624 1.691170  -0.176
5 C -3.387098 -1.922346 0.836446  -0.204
6 C -4.544390 -0.906939 1.076704  -0.180
7 C -5.053603 -0.349125 -0.290017  -0.174
8 C -5.240624 1.184730 -0.150907  -0.188
9 C -4.131792 1.958237 -0.924377  -0.195
10 C -3.463414 3.070233 -0.097012  -0.206
11 C -2.920159 2.618511 1.266100  -0.185
12 C -1.675148 1.671964 1.111798  -0.184
13 C -0.595007 2.137752 2.100120  -0.155
14 C 0.690968 1.237261 2.158262  -0.132
15 C 1.554325 1.384872 0.931300  -0.107
16 C 2.340233 2.532645 0.857886  0.012
17 C 3.187804 2.761101 -0.189645  -0.236
18 P 4.149600 4.296842 -0.190167  0.498
19 N 4.210968 4.911812 -1.608870  -0.157
20 O 5.583358 3.946786 0.410309  -0.094
21 O 3.400745 5.324527 0.813763  -0.114
22 C 3.283520 1.841092 -1.206856  -0.319
23 P 4.464464 2.158066 -2.580160  0.745
24 S 5.677659 0.542131 -2.745218  0.775
25 C 2.519445 0.712527 -1.198971  -0.099
26 C 1.666497 0.481830 -0.127281  -0.005
27 C 0.890990 -0.823739 -0.161028  -0.278
28 O -0.140162 -1.022524 0.484314  -0.038
29 C 1.439974 -1.982464 -1.010663  -0.069
30 C 1.062278 -3.277404 -0.705318  0.021
31 C 1.545728 -4.302812 -1.489524  -0.001
32 C 2.402625 -4.019776 -2.515634  -0.043
33 C 2.780507 -2.736297 -2.831329  -0.163
34 P 3.901933 -2.433592 -4.239435  0.602
35 N 4.586082 -3.699447 -4.862384  -0.012
36 O 5.106207 -1.502505 -3.663305  -0.302
37 O 3.129786 -1.666414 -5.383351  -0.081
38 C 2.283415 -1.694481 -2.059530  -0.089
39 C 2.577296 -0.269493 -2.305996  -0.284
40 O 2.846911 0.120777 -3.434708  0.000
41 H 0.434490 -2.284619 3.880174  0.049
42 H -0.851685 -1.026430 3.676387  0.060
43 H -1.093126 -2.244555 4.939939  0.102
44 H -1.189267 -2.802550 1.902591  0.049
45 H -1.133429 -4.062653 3.166464  0.118
46 H -3.335837 -3.486862 3.875041  0.118
47 H -3.172151 -1.795628 3.326356  0.110
48 H -4.606809 -3.499634 1.759684  0.110
49 H -2.937879 -3.985371 1.213330  0.104
50 H -2.509032 -1.437805 1.272055  0.058
51 H -3.272076 -2.146619 -0.224490  0.105
52 H -5.346545 -1.356386 1.669460  0.116
53 H -4.147423 -0.078022 1.671629  0.077
54 H -6.001283 -0.842777 -0.515139  0.111
55 H -4.303988 -0.588191 -1.043966  0.086
56 H -6.216765 1.414848 -0.591165  0.107
57 H -5.311165 1.488294 0.894118  0.093
58 H -3.373937 1.275571 -1.331029  0.096
59 H -4.624801 2.394893 -1.798858  0.109
60 H -4.223420 3.838987 0.088639  0.116
61 H -2.665291 3.502744 -0.712891  0.108
62 H -2.604871 3.483541 1.859845  0.107
63 H -3.653228 2.075376 1.865860  0.093
64 H -1.993883 0.649479 1.338907  0.084
65 H -1.286452 1.642319 0.085108  0.112
66 H -0.263763 3.120957 1.743999  0.114
67 H -0.976359 2.186952 3.121678  0.126
68 H 1.283495 1.649271 2.986514  0.129
69 H 0.483562 0.198611 2.425991  0.041
70 H 2.269789 3.258007 1.662412  0.134
71 H 3.812513 5.842635 -1.647278  0.030
72 H 5.678537 4.414647 1.259479  0.112
73 H 2.624178 5.616798 0.312121  0.101
74 H 5.345130 3.219262 -2.246423  0.019
75 H 3.828291 2.352208 -3.814770  0.047
76 H 0.380940 -3.426345 0.129748  0.114
77 H 1.244305 -5.318858 -1.265888  0.138
78 H 2.748373 -4.865100 -3.100965  0.119
79 H 4.264482 -4.538243 -4.383721  0.018
80 H 5.889085 -1.726846 -4.208069  0.111
81 H 2.258785 -1.374213 -5.082763  0.099
82 Pt 1.059699 -1.852302 2.108836  0.570

Atoms 1-6, force components in eV/Å:
C 0.07 -0.26 -1.26
C -0.79 0.74 0.52
C 0.46 -1.36 -0.46
C 0.42 1.53 0.03
C -0.94 -0.37 1.34
C 0.67 -0.40 -0.94

| no. | orbital gap (eV) | energy (a.u.) |
| --- | --- | --- |
| 1 | 9.9 | -4044.88393 |
| 2 | 2.3 | -3193.30680 |